Entry from OMol25: 10 unconnected molecules or ions with the total composition C44H115N7O18 in a non-equilibrium geometry (wB97M-V/def2-TZVPD).

Calculated values
net charge	0
ΔE to the lowest compared entry with this formula, charge and spin	2.928	eV
max |F|	2.44	eV/Å
lowest unoccupied orbital energy	0.13	eV
SMILES string	COCCNCCOC.COCCNCCOC.COCCNCCOC.COCCNCCOC.COCCNCCOC.COCCNCCOC.COCCNCCOC.OCCO.O.O
frontier orbital gap	8.44	eV

Cartesian coordinates (Å):
H 12.164 17.534 -18.186
H 0.039 14.302 -14.268
C -2.642 23.707 -14.247
H 6.257 21.807 -15.636
H 15.244 19.300 -22.281
H -1.591 17.642 -19.204
H 17.145 20.752 -19.310
H -0.768 25.419 -14.578
C 4.988 19.535 -17.632
C 4.245 18.752 -16.578
H 7.468 16.745 -18.503
C 0.513 14.187 -20.720
H 10.185 21.239 -22.330
C 4.651 25.250 -14.314
H 2.315 17.185 -15.870
H -0.332 14.440 -21.371
C 5.947 21.557 -20.997
O 12.669 19.436 -17.619
H 4.393 27.955 -12.405
H 2.034 28.458 -10.843
C 11.731 18.528 -18.195
C 3.449 18.284 -10.403
C 16.054 20.793 -19.513
C -0.091 18.066 -11.260
H 2.656 18.235 -14.431
H 1.465 19.598 -11.036
N 0.997 17.959 -18.679
H -5.875 22.187 -8.456
H -0.778 18.777 -11.706
C 2.035 23.849 -19.086
O -2.125 19.711 -19.483
H 15.938 21.402 -17.482
H 0.643 16.817 -21.226
C -2.357 17.018 -8.447
N 2.868 19.185 -16.309
N -4.609 23.181 -12.975
H 0.252 13.332 -20.101
H 5.679 23.901 -15.530
O 2.167 17.764 -10.474
H -6.550 23.989 -13.403
O 0.889 15.258 -19.880
C 8.243 22.384 -21.282
H -3.533 14.879 -7.751
H 4.212 17.698 -16.934
O 1.611 24.799 -16.899
H -1.352 18.701 -17.846
H -5.902 24.661 -11.046
H 2.486 19.089 -17.252
H -3.998 20.283 -19.929
H 16.081 21.778 -20.023
C 15.304 20.903 -18.223
C 0.737 18.339 -15.289
H 0.159 18.317 -16.220
H 15.478 21.033 -22.050
C 9.107 21.749 -20.198
O -2.030 24.542 -13.327
C -4.126 23.856 -14.161
H -7.456 23.847 -11.200
H 3.048 24.266 -19.057
H 5.732 20.217 -15.348
C -3.500 19.379 -19.594
H -3.891 14.983 -9.392
H 2.418 26.425 -12.318
H 1.963 22.930 -19.671
H 3.935 20.767 -21.081
C 4.886 20.690 -21.643
H -4.414 24.918 -14.214
N 14.079 21.676 -18.434
C 1.308 28.477 -11.668
C 5.969 24.730 -14.864
H -0.937 20.321 -15.682
C 6.300 20.802 -16.069
H 1.838 25.525 -17.489
H 4.587 21.136 -22.606
H 13.725 21.744 -16.328
C -1.339 18.685 -18.953
H 11.441 20.430 -21.406
N 7.158 21.535 -21.823
C -6.052 23.266 -12.752
O 1.148 24.824 -19.658
H 2.777 16.858 -19.005
H 4.120 25.752 -15.133
O 6.572 25.756 -15.614
H 10.176 19.498 -22.267
H -1.904 16.390 -10.475
O 0.331 19.407 -14.423
H 4.080 24.352 -14.039
H -0.145 21.415 -14.545
H -4.114 23.495 -12.151
H 0.780 29.429 -11.685
H 12.734 22.732 -17.349
H 7.531 20.598 -21.629
H -1.736 16.270 -7.936
C 15.799 20.040 -21.707
H -0.059 17.082 -11.752
H 8.595 25.354 -15.261
C -0.693 24.824 -13.652
H 11.637 20.620 -16.283
N 4.823 26.170 -13.197
C 2.246 18.209 -15.438
H 7.336 20.545 -16.250
H 0.576 27.685 -11.442
H 4.322 27.915 -14.220
H 8.168 26.118 -16.831
C 1.620 23.581 -17.662
H -1.106 14.906 -15.075
H -0.192 25.506 -12.971
H 4.144 17.527 -10.052
H -7.145 23.302 -8.797
O -0.569 15.050 -14.288
H 5.811 26.324 -13.074
H 11.312 20.956 -17.989
H 0.618 20.759 -16.099
H 6.036 21.242 -19.949
O 5.370 19.379 -21.704
H 11.498 18.871 -19.207
H -5.211 15.331 -8.206
H -6.514 22.274 -12.830
H 8.948 22.768 -22.024
H 4.442 18.779 -23.434
H -3.588 18.567 -20.323
H -2.499 18.111 -10.205
H 5.471 22.548 -20.961
C 4.501 18.494 -22.379
N -0.491 17.815 -9.847
H 3.497 18.406 -21.956
C 7.859 25.404 -16.072
C 2.592 27.131 -13.143
H 0.408 19.958 -19.175
H 0.463 17.138 -18.394
H 3.788 18.648 -11.387
H 4.244 19.862 -18.366
C -6.364 23.702 -11.339
H 2.283 22.911 -17.112
O 5.475 20.821 -17.224
H 1.377 13.884 -21.334
C 1.990 17.347 -19.583
H 6.713 15.891 -17.488
H 15.088 19.922 -17.780
C 13.175 21.733 -17.270
O 1.878 28.329 -12.950
H 2.188 16.022 -21.251
C 4.052 27.408 -13.286
O -6.002 22.695 -10.396
H 2.462 18.155 -20.146
C 1.342 18.541 -11.311
H -2.256 17.933 -7.856
C -1.861 17.297 -9.857
H 13.573 21.249 -19.203
H 1.657 18.450 -12.360
H -3.946 19.056 -18.648
H 0.175 18.764 -20.442
C 0.035 20.567 -15.195
O 15.448 19.865 -20.353
H -5.449 23.896 -8.764
H -2.318 22.656 -14.202
H 0.752 24.462 -20.451
H 0.368 17.432 -14.790
H 4.781 18.618 -15.634
H 8.575 21.638 -19.249
C -4.165 15.474 -8.437
O 9.590 20.473 -20.504
C -6.097 23.065 -9.063
H 3.509 19.177 -9.762
H 0.593 23.197 -17.653
C 12.102 20.665 -17.282
C 10.378 20.386 -21.672
O 7.145 16.746 -17.594
H -4.575 23.382 -15.040
C 1.398 16.372 -20.557
H 16.870 19.894 -21.874
H 9.888 22.468 -19.886
H 7.802 23.282 -20.836
O -3.758 16.823 -8.456
H 7.836 24.408 -16.547
H 5.776 18.891 -18.026
C 0.116 18.921 -19.353
H 6.626 24.315 -14.087
H 10.815 18.525 -17.593
H 0.125 17.026 -9.649
H -0.114 23.914 -13.825
H 4.977 17.514 -22.326
H -2.287 23.963 -15.269
H 2.132 26.619 -13.997